Record 1
The following is a quantum chemistry calculation of a cluster of 2 separate species, C3H7N2O3P in total in a non-equilibrium geometry, from the Open Molecules 2025 dataset.

Results
- F_max: 3.81 eV Å⁻¹
- 2S+1: 1
- Electronic energy: -21633.7147 eV
- LUMO energy: 6.56 eV
- Kohn-Sham gap: 5.3 eV
- Charge: -2
- Highest occupied orbital energy: 1.252 eV

XYZ file:
```
16
C3H7N2O3P, DFT ωB97M-V with the def2-TZVPD basis set
C -0.393 -1.897 -0.262
C 0.698 -1.210 0.051
C 1.030 0.037 -0.674
N -0.902 1.048 0.321
N 0.536 1.065 0.167
O 0.682 4.075 -2.142
O 1.860 4.435 0.094
O -0.712 4.602 -0.043
P 0.611 4.095 -0.627
H -0.844 -2.698 0.441
H -0.879 -1.702 -1.150
H 1.225 -1.313 1.028
H 0.707 0.029 -1.817
H 2.185 0.082 -0.829
H -1.503 1.636 -0.299
H -0.955 1.542 1.248
```



Record 2
The following is a quantum chemistry calculation of a cluster of 2 separate species, C3H7N2O4 in total in a non-equilibrium geometry, from the Open Molecules 2025 dataset.

Results
- F_max: 4.55 eV Å⁻¹
- 2S+1: 1
- Electronic energy: -14386.4814 eV
- LUMO energy: -4.40 eV
- Kohn-Sham gap: 11.0 eV
- Charge: +1
- Highest occupied orbital energy: -15.401 eV

XYZ file:
```
16
C3H7N2O4, DFT ωB97M-V with the def2-TZVPD basis set
C 1.988 0.360 0.122
C -0.481 -1.247 0.305
C -0.260 -0.036 -0.753
N 2.579 -0.654 -0.327
N 0.814 0.680 -0.720
O -1.463 -1.900 -0.198
O 0.072 -1.305 1.348
O -1.191 -0.089 -1.663
O -1.655 1.369 0.889
H 2.102 1.098 0.811
H 3.447 -0.875 0.187
H 0.686 1.523 -1.262
H -1.831 -2.512 0.449
H -1.128 1.920 1.548
H -1.284 0.742 -2.191
H -2.397 0.925 1.454
```



Record 3
The following is a quantum chemistry calculation of the ion C3H7N2OS with charge +1 in a non-equilibrium geometry, from the Open Molecules 2025 dataset.

Results
- F_max: 5.32 eV Å⁻¹
- 2S+1: 1
- Electronic energy: -19079.3715 eV
- LUMO energy: -3.35 eV
- Structure (SMILES): N[C@]1(O)[NH2+]C=CS1
- Kohn-Sham gap: 10.2 eV
- Charge: +1
- Highest occupied orbital energy: -13.541 eV

XYZ file:
```
14
C3H7N2OS, DFT ωB97M-V with the def2-TZVPD basis set
N 1.122 0.793 -1.013
C 0.381 0.677 0.160
O 1.043 1.047 1.349
N 0.251 -0.830 0.410
C -1.047 -1.374 0.128
C -1.913 -0.370 -0.186
S -1.337 1.255 0.075
H 0.654 1.118 -1.835
H 2.086 0.765 -1.202
H 1.404 1.976 1.184
H 0.596 -0.962 1.468
H 0.891 -1.140 -0.225
H -1.167 -2.431 0.057
H -2.964 -0.524 -0.368
```



Record 4
The following is a quantum chemistry calculation of the ion C3H7N2S with charge +1 in a non-equilibrium geometry, from the Open Molecules 2025 dataset.

Results
- F_max: 4.73 eV Å⁻¹
- 2S+1: 1
- Electronic energy: -17031.9806 eV
- LUMO energy: -4.44 eV
- Structure (SMILES): SN1C=[NH+]CC1
- Kohn-Sham gap: 9.5 eV
- Charge: +1
- Highest occupied orbital energy: -13.941 eV

XYZ file:
```
13
C3H7N2S, DFT ωB97M-V with the def2-TZVPD basis set
S -2.104 -1.586 0.441
N -0.959 -0.385 0.530
C 0.313 -0.797 0.872
N 1.290 0.006 0.463
C 0.756 1.115 -0.374
C -0.720 0.781 -0.598
H -1.251 -2.382 -0.279
H 0.498 -1.718 1.340
H 2.245 -0.129 0.692
H 1.312 1.336 -1.367
H 0.845 1.991 0.246
H -1.476 1.605 -0.493
H -0.749 0.164 -1.471
```



Record 5
The following is a quantum chemistry calculation of the ion C3H7N2S with charge +1 in a non-equilibrium geometry, from the Open Molecules 2025 dataset.

Results
- F_max: 4.28 eV Å⁻¹
- 2S+1: 1
- Electronic energy: -17027.7434 eV
- LUMO energy (alpha / beta): -6.39 / -5.98 eV
- Kohn-Sham gap (alpha / beta): 7.5 / 8.1 eV
- Charge: +1
- Highest occupied orbital energy (alpha / beta): -13.881 / -14.093 eV

XYZ file:
```
13
C3H7N2S, DFT ωB97M-V with the def2-TZVPD basis set
C -0.450 -1.471 -0.321
C 2.038 0.261 1.210
C -2.426 0.648 -1.020
N 0.869 0.041 0.477
N 0.739 -0.979 -0.282
S -1.974 -1.170 -0.682
H 2.536 1.276 1.012
H 1.873 0.302 2.288
H 2.894 -0.555 1.125
H -3.434 0.747 -1.628
H -1.706 1.294 -1.590
H -2.518 1.109 -0.032
H 1.561 -1.504 -0.556
```



Record 6
The following is a quantum chemistry calculation of the ion C3H7N2S with charge +1 in a non-equilibrium geometry, from the Open Molecules 2025 dataset.

Results
- F_max: 4.39 eV Å⁻¹
- 2S+1: 1
- Electronic energy: -17031.9804 eV
- LUMO energy: -3.34 eV
- Structure (SMILES): NC(=[NH2+])[C@@H]1CS1
- Kohn-Sham gap: 10.2 eV
- Charge: +1
- Highest occupied orbital energy: -13.510 eV

XYZ file:
```
13
C3H7N2S, DFT ωB97M-V with the def2-TZVPD basis set
N -0.559 -1.372 -0.434
C -0.664 -0.269 0.277
N -1.827 0.124 0.679
C 0.905 0.659 0.598
C 1.600 0.869 -0.683
S 2.288 -0.446 0.439
H 0.315 -1.725 -0.943
H -1.390 -1.849 -0.505
H -2.026 1.067 1.059
H -2.662 -0.450 0.546
H 0.635 1.297 1.462
H 1.052 0.470 -1.548
H 2.332 1.625 -0.947
```



Record 7
The following is a quantum chemistry calculation of a structure of composition C3H7N2S2 in a non-equilibrium geometry, from the Open Molecules 2025 dataset.

Results
- F_max: 4.95 eV Å⁻¹
- 2S+1: 1
- Electronic energy: -27866.1534 eV
- LUMO energy: -4.95 eV
- Kohn-Sham gap: 8.1 eV
- Charge: +1
- Highest occupied orbital energy: -13.044 eV

XYZ file:
```
14
C3H7N2S2, DFT ωB97M-V with the def2-TZVPD basis set
C 0.569 -1.237 1.251
C 0.083 0.162 -0.674
C -1.306 0.733 -0.857
N 0.938 -0.220 1.920
N 0.294 -1.058 -0.041
S 0.829 1.331 1.250
S 1.326 0.476 -1.953
H 0.622 -2.225 1.721
H -1.193 1.671 -1.510
H -1.710 0.884 0.070
H -2.054 0.097 -1.347
H 0.929 -0.220 3.027
H 0.147 -1.979 -0.374
H 0.523 1.585 -2.484
```



Record 8
The following is a quantum chemistry calculation of the ion C3H7N2S2 with charge +1 in a non-equilibrium geometry, from the Open Molecules 2025 dataset.

Results
- F_max: 4.27 eV Å⁻¹
- 2S+1: 1
- Electronic energy: -27867.0617 eV
- LUMO energy: -3.53 eV
- Structure (SMILES): S[C@@H]1NC=[NH+][C@H]1S
- Kohn-Sham gap: 10.2 eV
- Charge: +1
- Highest occupied orbital energy: -13.680 eV

XYZ file:
```
14
C3H7N2S2, DFT ωB97M-V with the def2-TZVPD basis set
S 1.897 1.376 -0.478
C 0.402 0.655 0.366
N 0.610 -0.771 0.556
C 0.103 -1.530 -0.418
N -0.640 -0.936 -1.287
C -0.826 0.710 -0.636
S -2.303 1.170 -0.020
H 2.799 1.527 0.672
H 0.032 1.127 1.246
H 1.398 -1.162 0.884
H 0.394 -2.621 -0.490
H -1.204 -1.364 -1.988
H -0.699 1.386 -1.447
H -2.256 0.285 0.882
```



Record 9
The following is a quantum chemistry calculation of the molecule C3H7N3 in a non-equilibrium geometry, from the Open Molecules 2025 dataset.

Results
- F_max: 5.13 eV Å⁻¹
- 2S+1: 1
- Electronic energy: -7690.6023 eV
- LUMO energy: 1.14 eV
- Structure (SMILES): [H]/N=N/NC1CC1
- Kohn-Sham gap: 10.0 eV
- Highest occupied orbital energy: -8.836 eV

XYZ file:
```
13
C3H7N3, DFT ωB97M-V with the def2-TZVPD basis set
H -1.648 1.950 2.668
N -1.711 1.580 1.723
N -0.795 0.790 1.659
N -0.971 -0.199 0.396
C 0.088 -0.901 -0.064
C 0.527 -0.619 -1.453
C 1.364 -0.060 -0.379
H -1.505 0.266 -0.334
H 0.373 -1.852 0.415
H -0.245 0.112 -1.889
H 0.721 -1.572 -2.070
H 2.438 -0.432 -0.239
H 1.363 0.937 -0.435
```



Record 10
The following is a quantum chemistry calculation of the molecule C3H7N3, from the Open Molecules 2025 dataset.

Results
- F_max: 0.58 eV Å⁻¹
- 2S+1: 1
- Electronic energy: -7692.7305 eV
- LUMO energy: 0.75 eV
- Structure (SMILES): NC[C@@H]1N=C1N
- Kohn-Sham gap: 10.1 eV
- Highest occupied orbital energy: -9.350 eV

XYZ file:
```
13
C3H7N3, DFT ωB97M-V with the def2-TZVPD basis set
N -1.868 0.281 0.461
C -0.810 0.999 -0.246
C 0.489 0.660 0.439
N 1.819 0.844 -0.301
C 1.389 -0.318 -0.131
N 1.721 -1.643 -0.432
H -2.780 0.504 0.078
H -1.738 -0.721 0.344
H -1.010 2.076 -0.183
H -0.712 0.743 -1.316
H 0.510 0.886 1.506
H 0.869 -2.135 -0.688
H 2.105 -2.092 0.396
```



Record 11
The following is a quantum chemistry calculation of the molecule C3H7N3, from the Open Molecules 2025 dataset.

Results
- F_max: 0.53 eV Å⁻¹
- 2S+1: 1
- Electronic energy: -7694.5336 eV
- LUMO energy: 0.92 eV
- Structure (SMILES): [H]/N=C(N)/C=C\N
- Kohn-Sham gap: 9.3 eV
- Highest occupied orbital energy: -8.347 eV

XYZ file:
```
13
C3H7N3, DFT ωB97M-V with the def2-TZVPD basis set
H 2.094 -1.164 -1.796
N 1.229 -0.645 -1.942
C 0.753 -0.213 -0.842
N 1.288 -0.499 0.422
C -0.498 0.565 -0.829
C -1.352 0.687 0.197
N -1.238 0.183 1.482
H 1.261 0.290 1.060
H 2.211 -0.900 0.401
H -0.744 0.975 -1.793
H -2.256 1.282 0.059
H -0.637 -0.626 1.598
H -2.112 0.064 1.985
```



Record 12
The following is a quantum chemistry calculation of a structure of composition C3H7N3 in a non-equilibrium geometry, from the Open Molecules 2025 dataset.

Results
- F_max: 3.47 eV Å⁻¹
- 2S+1: 1
- Electronic energy: -7691.0948 eV
- LUMO energy: 0.74 eV
- Kohn-Sham gap: 8.7 eV
- Highest occupied orbital energy: -7.979 eV

XYZ file:
```
13
C3H7N3, DFT ωB97M-V with the def2-TZVPD basis set
C 0.432 -1.675 0.532
C -0.400 0.498 0.111
N -0.322 -0.686 -0.889
N 0.762 1.208 0.289
C -1.601 0.864 0.566
N 1.616 -1.897 0.483
H 0.261 -0.582 -1.717
H -1.244 -1.042 -1.098
H 0.669 2.213 0.338
H 1.610 0.905 -0.170
H 2.367 -1.693 -0.167
H -1.679 1.633 1.315
H -2.472 0.254 0.405
```